# C2H3N3OS2

A single C2H3N3OS2 molecule in a non-equilibrium geometry (ωB97M-V with the def2-TZVPD basis set, OMol25).

Structure (XYZ):
```
11
Properties=species:S:1:pos:R:3
C 1.184 -0.128 -0.072
C -0.915 -0.438 -0.257
H -2.299 1.196 0.830
H -1.997 2.472 -0.489
H 3.000 -1.488 -0.455
N -1.617 1.815 0.255
N -0.780 0.858 -0.378
N 0.318 -1.109 -0.185
O 0.573 1.077 -0.109
S 2.951 -0.114 0.178
S -2.347 -1.033 0.141
```

Computed properties:
Gap between HOMO and LUMO, eV: 8.811
E_LUMO, eV: 0.1
SMILES string: Nn1oc(S)nc1=S
Calculated total energy, Ha: -1113.7768

Atom charges from the natural (NBO) analysis, given in e for atoms 1 to 6:
1. C 0.395
2. C 0.148
3. H 0.403
4. H 0.392
5. H 0.206
6. N -0.653

***

# C2H3N3S

A molecular structure, C2H3N3S in a non-equilibrium geometry (ωB97M-V with the def2-TZVPD basis set, OMol25).

Structure (XYZ):
```
9
Properties=species:S:1:pos:R:3
C 0.163 0.079 -0.374
C 0.969 1.122 -0.926
H -1.089 -2.033 1.376
H 0.281 1.237 1.278
H 0.158 -1.198 -1.997
N -0.567 0.410 0.801
N -0.050 -1.077 -0.926
N 1.551 2.163 -1.212
S -1.416 -0.703 1.981
```

Computed properties:
Gap between HOMO and LUMO, eV: 9.129
E_LUMO, eV: -0.2
Calculated total energy, Ha: -640.3377

Atom charges from the natural (NBO) analysis, given in e for atoms 1 to 6:
1. C 0.277
2. C 0.202
3. H 0.181
4. H 0.402
5. H 0.376
6. N -0.714

***

# C2H3N3S

A single C2H3N3S molecule in a non-equilibrium geometry (ωB97M-V with the def2-TZVPD basis set, OMol25).

Structure (XYZ):
```
9
Properties=species:S:1:pos:R:3
C -0.039 0.593 -0.089
C 0.319 -0.042 -1.336
H -0.858 -2.338 0.400
H -0.226 0.207 1.882
H -0.153 2.418 -0.780
N 0.018 -0.239 1.025
N -0.181 1.854 0.088
N 0.849 -0.583 -2.208
S 0.272 -1.872 1.018
```

Computed properties:
Gap between HOMO and LUMO, eV: 9.785
E_LUMO, eV: 0.2
SMILES string: [H]/N=C(\C#N)NS
Calculated total energy, Ha: -640.4218

Atom charges from the natural (NBO) analysis, given in e for atoms 1 to 6:
1. C 0.321
2. C 0.191
3. H 0.096
4. H 0.418
5. H 0.364
6. N -0.757

***

# C2H3N3S

2 unconnected molecules or ions with the total composition C2H3N3S in a non-equilibrium geometry (ωB97M-V with the def2-TZVPD basis set, OMol25).

Structure (XYZ):
```
9
Properties=species:S:1:pos:R:3
C -0.800 2.281 -0.086
C -1.953 -1.590 0.532
N -0.405 1.211 -0.377
N -1.110 -2.302 0.054
N 0.350 0.417 -0.843
S -2.917 -0.535 1.163
H -1.505 2.957 0.087
H -0.929 -3.182 -0.445
H -0.008 -0.568 -0.580
```

Computed properties:
Gap between HOMO and LUMO (spin up / spin down), eV: 5.935 / 7.995
E_LUMO (spin up / spin down), eV: 0.6 / -1.4
<S²>: 2.018
Calculated total energy, Ha: -640.2126
Multiplicity: 3

Atom charges from the natural (NBO) analysis, given in e for atoms 1 to 6:
1. C 0.000
2. C 0.223
3. N -0.247
4. N -0.719
5. N -0.255
6. S 0.038

***

# C2H3N3S

A gas-phase ion, C2H3N3S (charge +2) in a non-equilibrium geometry (ωB97M-V with the def2-TZVPD basis set, OMol25).

Structure (XYZ):
```
9
Properties=species:S:1:pos:R:3
C -1.192 0.874 0.095
C 0.920 -0.094 -0.006
N -0.164 1.780 -0.073
N 0.933 1.247 -0.105
N -0.835 -0.324 -0.151
S 2.228 -1.056 -0.039
H -2.155 1.166 0.271
H -1.230 -1.252 -0.321
H 1.494 -2.341 0.329
```

Computed properties:
Gap between HOMO and LUMO (spin up / spin down), eV: 7.331 / 7.336
E_LUMO (spin up / spin down), eV: -14.4 / -14.4
Total charge: +2
Calculated total energy, Ha: -639.5166

Atom charges from the natural (NBO) analysis, given in e for atoms 1 to 6:
1. C 0.380
2. C 0.174
3. N 0.070
4. N -0.063
5. N -0.417
6. S 0.756

***

# C2H3N4

A gas-phase ion, C2H3N4 (charge -1) in a non-equilibrium geometry (ωB97M-V with the def2-TZVPD basis set, OMol25).

Structure (XYZ):
```
9
Properties=species:S:1:pos:R:3
C 0.104 0.223 -0.080
C -0.534 -1.266 0.049
N 1.292 0.486 -0.529
N -0.494 1.282 0.528
N 1.369 1.809 -0.371
N 0.360 2.274 0.230
H -0.962 -1.524 -0.844
H 0.165 -1.972 0.312
H -1.301 -1.311 0.703
```

Computed properties:
Gap between HOMO and LUMO, eV: 8.995
E_LUMO, eV: 4.4
Total charge: -1
Calculated total energy, Ha: -297.0359

Atom charges from the natural (NBO) analysis, given in e for atoms 1 to 6:
1. C 0.248
2. C -0.627
3. N -0.416
4. N -0.430
5. N -0.188
6. N -0.169

***

# C2H3N5O

A molecular structure, C2H3N5O in a non-equilibrium geometry (ωB97M-V with the def2-TZVPD basis set, OMol25).

Structure (XYZ):
```
11
Properties=species:S:1:pos:R:3
C -0.706 -0.902 -2.160
C 0.926 0.429 0.465
H -0.395 -0.152 -3.291
H -1.646 -1.593 -2.080
H -1.445 0.091 1.011
N -0.302 -0.825 -0.884
N 0.901 0.059 -0.840
N -0.255 0.090 1.368
N 0.025 0.673 2.558
N 1.098 1.138 2.560
O 1.798 0.994 1.291
```

Computed properties:
Gap between HOMO and LUMO, eV: 9.615
E_LUMO, eV: 0.4
Calculated total energy, Ha: -426.7844

Atom charges from the natural (NBO) analysis, given in e for atoms 1 to 6:
1. C -0.104
2. C 0.638
3. H 0.216
4. H 0.199
5. H 0.475
6. N -0.320

***

# C2H3N5O

A single C2H3N5O molecule in a non-equilibrium geometry (ωB97M-V with the def2-TZVPD basis set, OMol25).

Structure (XYZ):
```
11
Properties=species:S:1:pos:R:3
C -0.748 -1.264 -0.307
C 0.440 0.939 -0.307
H 0.091 -0.103 2.102
H -0.544 -2.323 0.127
H 1.798 1.094 0.952
N 0.053 -0.280 0.246
N -1.331 -0.915 -1.460
N -1.260 0.448 -1.725
N -0.513 1.230 -1.211
N 1.351 1.662 0.112
O 0.663 -0.487 1.471
```

Computed properties:
Gap between HOMO and LUMO, eV: 9.007
E_LUMO, eV: -0.4
SMILES string: [H]/N=c1/nnncn1O
Calculated total energy, Ha: -426.8519

Atom charges from the natural (NBO) analysis, given in e for atoms 1 to 6:
1. C 0.239
2. C 0.451
3. H 0.478
4. H 0.242
5. H 0.362
6. N -0.149

***

# C2H3N5O

A single C2H3N5O molecule in a non-equilibrium geometry (ωB97M-V with the def2-TZVPD basis set, OMol25).

Structure (XYZ):
```
11
Properties=species:S:1:pos:R:3
C -0.363 1.844 -0.253
C -0.323 -0.746 -0.246
H 1.237 -1.451 1.083
H -0.407 2.836 -0.237
H -0.623 -2.419 -0.483
N 0.730 0.052 0.298
N 0.845 1.316 0.139
N -1.399 1.177 -0.584
N -1.493 -0.110 -0.665
N 0.107 -1.952 -0.010
O 1.689 -0.547 0.960
```

Computed properties:
Gap between HOMO and LUMO, eV: 7.936
E_LUMO, eV: -1.3
SMILES string: [H]/N=c1\nncnn1O
Calculated total energy, Ha: -426.8552

Atom charges from the natural (NBO) analysis, given in e for atoms 1 to 6:
1. C 0.067
2. C 0.437
3. H 0.518
4. H 0.193
5. H 0.367
6. N 0.183

***

# C2H3N5O

A single C2H3N5O molecule in a non-equilibrium geometry (ωB97M-V with the def2-TZVPD basis set, OMol25).

Structure (XYZ):
```
11
Properties=species:S:1:pos:R:3
C -0.641 1.023 -0.139
C 0.634 -0.782 -0.744
H -1.078 2.568 -1.239
H 0.662 -2.472 0.778
H 2.021 -2.071 -0.589
N -0.639 0.525 1.313
N -0.252 -0.630 1.547
N 0.164 -1.538 0.544
N 1.742 -1.311 -1.150
N -0.054 0.364 -1.176
O -1.036 2.333 -0.151
```

Computed properties:
Gap between HOMO and LUMO, eV: 9.029
E_LUMO, eV: -0.5
SMILES string: [H]/N=c1/nc(O)nn[nH]1
Calculated total energy, Ha: -426.9026

Atom charges from the natural (NBO) analysis, given in e for atoms 1 to 6:
1. C 0.674
2. C 0.547
3. H 0.514
4. H 0.421
5. H 0.335
6. N -0.250

***

# C2H3N5O

A single C2H3N5O molecule in a non-equilibrium geometry (ωB97M-V with the def2-TZVPD basis set, OMol25).

Structure (XYZ):
```
11
Properties=species:S:1:pos:R:3
C 0.517 -0.702 -0.114
C 0.588 0.706 -0.087
H 2.239 -0.910 0.529
H -2.655 -0.932 0.326
H 2.514 1.113 -0.049
N -0.572 -1.382 -0.194
N -1.681 -0.585 0.018
N -1.739 0.685 0.100
N -0.710 1.425 0.023
N 1.609 1.588 -0.033
O 1.615 -1.427 0.125
```

Computed properties:
Gap between HOMO and LUMO, eV: 8.746
E_LUMO, eV: -0.4
SMILES string: [H]/N=c1/nn[nH]nc1O
Calculated total energy, Ha: -426.9036

Atom charges from the natural (NBO) analysis, given in e for atoms 1 to 6:
1. C 0.431
2. C 0.219
3. H 0.485
4. H 0.426
5. H 0.317
6. N -0.236

***

# C2H3N5O2

A single C2H3N5O2 molecule in a non-equilibrium geometry (ωB97M-V with the def2-TZVPD basis set, OMol25).

Structure (XYZ):
```
12
Properties=species:S:1:pos:R:3
C -1.694 0.636 -0.246
C 0.569 1.101 -0.890
N -0.536 1.321 -0.485
N -1.920 -0.340 0.529
N -1.021 -1.006 1.197
N 1.603 1.427 -1.403
N -0.152 -1.673 0.611
O 0.459 -2.686 1.352
O 0.221 -1.483 -0.517
H -2.449 1.108 -0.806
H 2.595 1.112 -1.338
H 0.477 -2.643 2.373
```

Computed properties:
Gap between HOMO and LUMO, eV: 9.581
E_LUMO, eV: 0.3
Calculated total energy, Ha: -502.0455

Atom charges from the natural (NBO) analysis, given in e for atoms 1 to 6:
1. C 0.291
2. C 0.712
3. N -0.559
4. N -0.285
5. N -0.139
6. N -0.693

***

# C2H3NO

2 unconnected molecules or ions with the total composition C2H3NO in a non-equilibrium geometry (ωB97M-V with the def2-TZVPD basis set, OMol25).

Structure (XYZ):
```
7
Properties=species:S:1:pos:R:3
C 1.926 0.010 0.114
C -0.933 -0.110 0.016
N 2.951 0.468 0.120
O 0.035 -1.004 0.203
H -1.216 0.534 0.843
H -1.915 -0.608 -0.380
H -0.849 0.710 -0.916
```

Computed properties:
Gap between HOMO and LUMO (spin up / spin down), eV: 8.115 / 8.160
E_LUMO (spin up / spin down), eV: -3.5 / -3.5
Calculated total energy, Ha: -207.7730

Atom charges from the natural (NBO) analysis, given in e for atoms 1 to 6:
1. C 0.398
2. C -0.286
3. N -0.429
4. O -0.314
5. H 0.175
6. H 0.249

***

# C2H3NO

A single C2H3NO molecule in a non-equilibrium geometry (ωB97M-V with the def2-TZVPD basis set, OMol25).

Structure (XYZ):
```
7
Properties=species:S:1:pos:R:3
C 0.536 -0.553 0.233
C -0.620 -0.024 -0.546
H 0.681 0.819 1.481
H 1.086 -1.256 -0.337
H 0.000 -1.210 0.970
N -1.673 0.285 -0.986
O 1.306 0.389 0.833
```

Computed properties:
Gap between HOMO and LUMO, eV: 11.925
E_LUMO, eV: 0.5
SMILES string: N#CCO
Calculated total energy, Ha: -207.9649

Atom charges from the natural (NBO) analysis, given in e for atoms 1 to 6:
1. C -0.151
2. C 0.230
3. H 0.477
4. H 0.221
5. H 0.197
6. N -0.310

***

# C2H3NO

2 unconnected molecules or ions with the total composition C2H3NO in a non-equilibrium geometry (ωB97M-V with the def2-TZVPD basis set, OMol25).

Structure (XYZ):
```
7
Properties=species:S:1:pos:R:3
C -1.673 -0.096 -0.472
C 0.896 0.081 -0.371
N 0.645 -0.675 0.619
O -2.253 -0.033 0.464
H 0.754 1.165 -0.390
H 1.500 -0.304 -1.211
H 0.130 -0.139 1.361
```

Computed properties:
Gap between HOMO and LUMO, eV: 11.452
E_LUMO, eV: 1.1
Calculated total energy, Ha: -207.9472

Atom charges from the natural (NBO) analysis, given in e for atoms 1 to 6:
1. C 0.489
2. C -0.040
3. N -0.596
4. O -0.502
5. H 0.151
6. H 0.169

***

# C2H3NO

A molecular structure, C2H3NO in a non-equilibrium geometry (ωB97M-V with the def2-TZVPD basis set, OMol25).

Structure (XYZ):
```
7
Properties=species:S:1:pos:R:3
C 0.629 -0.541 0.671
C -0.544 0.501 -0.634
N 1.288 0.145 -0.192
O -0.697 -0.324 0.574
H 0.847 -1.203 1.475
H -0.783 1.558 -0.374
H -0.740 -0.136 -1.521
```

Computed properties:
Gap between HOMO and LUMO, eV: 10.587
E_LUMO, eV: 0.7
Calculated total energy, Ha: -207.8846

Atom charges from the natural (NBO) analysis, given in e for atoms 1 to 6:
1. C 0.325
2. C 0.049
3. N -0.453
4. O -0.529
5. H 0.176
6. H 0.216

***

# C2H3NO2

A single C2H3NO2 molecule in a non-equilibrium geometry (ωB97M-V with the def2-TZVPD basis set, OMol25).

Structure (XYZ):
```
8
Properties=species:S:1:pos:R:3
C 0.182 -0.859 0.863
C 0.475 0.260 -0.167
N 2.291 -1.105 -0.279
O 1.874 0.095 -0.509
O 1.398 -1.782 0.167
H -0.713 -1.420 0.615
H -0.092 0.005 -1.208
H 0.400 1.247 0.218
```

Computed properties:
Gap between HOMO and LUMO (spin up / spin down), eV: 7.563 / 7.561
E_LUMO (spin up / spin down), eV: -0.6 / -0.6
Calculated total energy, Ha: -283.0012

Atom charges from the natural (NBO) analysis, given in e for atoms 1 to 6:
1. C -0.259
2. C -0.193
3. N 0.401
4. O -0.274
5. O -0.201
6. H 0.157

***

# C2H3NO2

A single C2H3NO2 molecule in a non-equilibrium geometry (ωB97M-V with the def2-TZVPD basis set, OMol25).

Structure (XYZ):
```
8
Properties=species:S:1:pos:R:3
C 0.839 0.833 -0.286
C -0.485 -1.034 0.328
N -0.358 0.411 -0.043
O 0.361 -1.945 0.049
O -1.376 1.056 -0.034
H 0.796 1.920 -0.667
H 1.695 0.165 -0.213
H -1.472 -1.406 0.867
```

Computed properties:
Gap between HOMO and LUMO (spin up / spin down), eV: 8.820 / 8.819
E_LUMO (spin up / spin down), eV: -0.7 / -0.7
SMILES string: C=[N+]([O-])C=O
Calculated total energy, Ha: -283.1161

Atom charges from the natural (NBO) analysis, given in e for atoms 1 to 6:
1. C -0.201
2. C 0.490
3. N 0.055
4. O -0.498
5. O -0.484
6. H 0.224

***

# C2H3NO2

A single C2H3NO2 molecule in a non-equilibrium geometry (ωB97M-V with the def2-TZVPD basis set, OMol25).

Structure (XYZ):
```
8
Properties=species:S:1:pos:R:3
C 0.048 -1.162 0.765
C -0.200 -0.084 -0.226
N 0.132 -1.848 1.696
O 0.760 -0.082 -1.324
O -0.282 1.135 0.375
H -1.311 -0.281 -0.627
H 0.467 0.840 -1.559
H 0.386 1.483 0.899
```

Computed properties:
Gap between HOMO and LUMO, eV: 12.154
E_LUMO, eV: 0.4
SMILES string: N#CC(O)O
Calculated total energy, Ha: -283.1949

Atom charges from the natural (NBO) analysis, given in e for atoms 1 to 6:
1. C 0.217
2. C 0.278
3. N -0.277
4. O -0.678
5. O -0.704
6. H 0.191

***

# C2H3NO2

A single C2H3NO2 molecule in a non-equilibrium geometry (ωB97M-V with the def2-TZVPD basis set, OMol25).

Structure (XYZ):
```
8
Properties=species:S:1:pos:R:3
C 0.559 1.000 -0.230
C -0.775 -0.888 -0.001
N 0.446 -0.301 -0.018
O 1.422 -1.023 0.265
O -2.044 0.181 0.420
H 1.610 1.186 -0.325
H -0.194 1.680 -0.356
H -1.024 -1.834 0.245
```

Computed properties:
Gap between HOMO and LUMO (spin up / spin down), eV: 9.755 / 7.226
E_LUMO (spin up / spin down), eV: 0.3 / -2.4
<S²>: 2.081
Calculated total energy, Ha: -282.9454
Multiplicity: 3

Atom charges from the natural (NBO) analysis, given in e for atoms 1 to 6:
1. C -0.136
2. C 0.270
3. N 0.019
4. O -0.502
5. O -0.262
6. H 0.208